(1)
DFT (ωB97M-V/def2-TZVPD) results for a structure of composition C12H22B3F4N2O2V at a distorted geometry.

CARTESIAN COORDINATES (ANGSTROEM)
N (-0.2878, -5.7536, 1.0577)
C (0.8337, 2.6905, 1.6669)
N (0.5915, 1.2315, 1.4671)
C (0.7721, -3.7313, 0.3073)
H (-2.0243, -5.6171, 2.0703)
V (-1.0880, 4.6205, -1.6256)
C (1.6339, 0.3454, 1.5856)
H (-0.2492, -7.2524, -0.3273)
B (2.8961, 2.3793, -1.5629)
C (-0.6365, 0.7839, 1.2986)
F (3.5351, 1.7936, -0.4905)
H (1.8973, 2.8439, 1.8497)
O (-1.9738, 5.8801, -1.9897)
H (2.5978, 0.8098, 1.7330)
C (-0.5829, -7.1227, 0.7022)
H (-0.0424, -7.8341, 1.3266)
O (0.1995, 5.1165, -0.9029)
H (-1.7268, 4.0609, -3.5202)
C (-0.8928, -0.6590, 1.1513)
H (0.2733, 2.9537, 2.5639)
H (2.2371, -1.6450, 1.7264)
H (-1.2937, 2.5848, -0.8369)
H (-0.1779, 3.1386, -3.4311)
C (-1.1523, -5.0554, 1.7693)
H (1.6526, -3.3129, -0.1576)
H (-2.7564, 2.2373, 0.0282)
H (-0.2110, 4.9177, -3.4414)
F (2.7753, 3.7511, -1.1874)
B (-2.2526, 2.9918, -0.5559)
F (1.6652, 1.8271, -1.7198)
C (-0.9948, -3.5976, 1.9108)
H (-2.8651, 3.2155, -1.4156)
H (-0.6192, 3.9738, -4.8751)
C (0.6725, -5.1130, 0.3112)
H (-1.9526, -0.8274, 1.0287)
H (-1.6692, -7.2122, 0.7084)
C (1.4056, -0.9737, 1.5707)
C (-0.0137, -2.9993, 1.1629)
H (-2.0646, 3.9134, -0.0271)
H (1.3513, -5.8656, -0.0620)
H (-1.3348, 1.6053, 1.2346)
H (0.4773, 3.0967, 0.7203)
C (0.1822, -1.5499, 1.2299)
F (3.6068, 2.4191, -2.7856)
H (-1.7084, -3.0767, 2.5320)
B (-0.6853, 4.0169, -3.7990)

As for the total energy: -58459.9620 eV. Its spin multiplicity is 1. The HOMO energy comes out at -0.292 Ha. Its LUMO energy is -3.71 eV.

***

(2)
DFT (ωB97M-V/def2-TZVPD) results for a structure of composition C12H22BBeBr5Cl2F5MgNNaO5S at a distorted geometry.

CARTESIAN COORDINATES (ANGSTROEM)
B (-3.0403, 3.6701, 4.9281)
H (-2.7429, -1.0653, 0.8672)
Br (4.0913, 0.5961, 1.1795)
C (0.0930, -0.7271, 0.5923)
H (-1.5740, -4.4087, -2.0086)
H (0.9914, -3.1967, 1.8752)
F (-2.3523, 3.7127, 3.6678)
Br (2.1103, 3.5608, 0.2200)
H (-3.9339, -0.0343, -0.0863)
Br (-5.0090, 1.0449, -0.9673)
O (-3.7723, 2.5751, 0.0059)
Na (-3.2166, -3.6230, -2.0516)
Mg (6.8733, -0.6399, 0.7302)
F (-2.9897, 2.3321, 5.4561)
Cl (-5.4377, 3.2581, -1.7488)
H (-1.2008, -2.6066, 0.9692)
F (5.7703, 4.3631, -0.5409)
H (-0.6775, -4.8427, 0.8453)
H (3.2703, 1.1944, -1.1032)
C (-2.8357, -0.0498, 0.3306)
H (4.5833, 3.4423, 0.5551)
C (0.6083, 1.4762, -2.4734)
C (-0.3076, -2.2530, 0.3439)
O (-1.3365, -5.3364, -1.7585)
C (0.3895, -4.7590, 0.4324)
C (0.8965, -3.2734, 0.7324)
H (-0.3729, 1.1761, -0.0255)
H (1.0299, -5.5022, 0.9999)
Cl (4.6949, -1.9154, 0.9275)
H (1.7144, 2.6900, -4.0676)
O (-2.5639, 0.9580, 1.3397)
N (-0.3911, 0.2350, -0.4852)
H (1.2723, 0.9886, -4.5679)
H (-0.3999, -0.4024, 1.5769)
H (-0.4916, -2.4348, -0.7796)
C (1.6582, 1.6102, -3.6835)
S (0.3228, -5.2099, -1.3586)
C (0.5735, 0.3402, -1.6261)
F (-4.3983, 4.0521, 4.7389)
O (0.9392, -4.2039, -2.2791)
H (2.7153, 1.3296, -3.3727)
Be (-3.9133, 0.5017, 4.7518)
C (3.9491, 3.0812, -0.2472)
C (4.0770, 1.6047, -0.4960)
C (-1.8075, 0.0090, -0.9113)
O (1.0141, -6.5324, -1.5629)
H (-2.2168, 0.8280, -1.5998)
H (1.2175, -0.5672, 0.7611)
Br (1.9295, -1.0627, -2.0381)
Br (-0.5988, 3.0256, -2.2296)
H (5.0342, 1.3818, -0.9713)
H (1.8771, -2.9924, 0.2399)
H (4.1686, 3.6440, -1.1559)
H (-1.9707, -0.9716, -1.4787)
F (-2.4153, 4.5608, 5.8390)
H (-2.8150, 3.1153, 1.7486)
C (-3.0835, 2.2527, 1.0208)

As for the total energy: -435129.2560 eV. Its spin multiplicity is 1. The HOMO energy comes out at -0.304 Ha. The total charge is +1. Its LUMO energy is -7.01 eV.

***

Q: Which formula does entry 2 have?
A: C12H22BBeBr5Cl2F5MgNNaO5S